The following is a quantum chemistry calculation of a cluster of 7 separate species, C14H44N2O7 in total in a non-equilibrium geometry, from the OMol25 dataset.

**⟨S²⟩**: 0.76
**Net charge**: +1
**E_HOMO (spin up / spin down)**: -11.05 / -11.05 eV
**Orbital gap (spin up / spin down)**: 7.61 / 2.24 eV
**Spin multiplicity**: 2
**Lowest unoccupied orbital energy (spin up / spin down)**: -3.440 / -8.810 eV

Last column: Mulliken spin population.
Atoms and positions in Å:
C (0.62458, 1.65527, 4.90667)  0.00
C (0.09158, 1.22342, 3.57729)  0.00
C (-0.94065, 2.19743, 2.89953)  0.00
O (1.12705, 1.12982, 2.58805)  0.00
H (1.51011, 1.06495, 5.14219)  0.00
H (-0.19595, 1.44743, 5.59343)  0.00
H (0.87577, 2.71589, 4.91545)  0.00
H (-0.38978, 0.24789, 3.64605)  0.00
H (-1.84111, 2.40424, 3.47789)  0.00
H (-1.24997, 1.66551, 1.99981)  0.00
H (-0.56860, 3.16320, 2.55753)  0.00
H (0.75185, 0.74077, 1.79466)  0.00
C (2.90697, 0.93862, -1.12534)  0.00
C (4.31817, 1.34195, -1.36945)  0.00
C (4.54406, 2.50321, -2.32187)  0.00
O (4.90319, 1.75701, -0.13448)  0.00
H (2.82664, 0.06145, -0.48330)  0.00
H (2.46608, 0.67814, -2.08756)  0.00
H (2.38939, 1.76304, -0.63489)  0.00
H (4.75862, 0.45469, -1.82428)  0.00
H (4.13629, 2.23301, -3.29594)  0.00
H (5.62558, 2.56719, -2.44153)  0.00
H (4.02013, 3.40669, -2.00991)  0.00
H (5.72165, 2.19789, -0.37394)  0.00
O (0.70169, -1.44641, -1.86604)  0.00
H (0.39253, -1.04473, -2.67802)  0.00
H (0.95858, -2.33297, -2.11952)  0.00
O (0.12143, 0.20784, 0.38959)  0.01
H (0.38648, -0.40182, -0.29909)  0.00
H (-0.83456, 0.22134, 0.34328)  0.00
O (-2.50922, -0.15683, 0.49970)  0.00
H (-2.98282, 0.13874, 1.27724)  0.00
H (-3.11772, -0.00613, -0.22366)  0.00
C (-0.92141, 3.38035, -0.71420)  0.01
C (-0.94179, 2.93872, -2.17630)  0.01
C (0.44458, 3.15007, -2.91675)  0.14
O (0.59608, 4.48175, -3.34916)  0.03
C (1.91209, 4.62260, -4.05500)  0.01
N (-1.24528, 1.51047, -2.20104)  0.74
H (-1.93876, 3.32432, -0.32694)  0.00
H (-0.55200, 4.40406, -0.65368)  0.00
H (-0.26864, 2.76494, -0.09513)  0.00
H (-1.74163, 3.46775, -2.69445)  0.05
H (0.49298, 2.42193, -3.72643)  0.00
H (1.22756, 2.86119, -2.21562)  0.03
H (1.97006, 5.56662, -4.59682)  0.00
H (2.03995, 3.79732, -4.75548)  0.00
H (2.79036, 4.71134, -3.41557)  0.00
H (-1.04742, 1.10022, -3.10251)  -0.01
H (-0.70883, 0.93490, -1.56776)  -0.03
C (-3.71239, -6.36622, 0.08274)  0.00
C (-2.98715, -6.33806, 1.40408)  0.00
C (-2.33785, -5.01596, 1.85405)  0.00
O (-1.22112, -4.67398, 1.06598)  0.00
C (-0.85014, -3.32505, 1.05144)  0.00
N (-3.83248, -6.93451, 2.42418)  0.00
H (-4.50548, -5.62074, 0.14073)  0.00
H (-4.10812, -7.34502, -0.18830)  0.00
H (-3.01011, -6.09510, -0.70555)  0.00
H (-2.13465, -7.01664, 1.37476)  0.00
H (-1.90100, -5.21639, 2.83235)  0.00
H (-3.12108, -4.25939, 1.90152)  0.00
H (-0.52090, -2.88021, 0.11238)  0.00
H (-0.04410, -2.95799, 1.68678)  0.00
H (-1.68288, -2.64437, 1.22837)  0.00
H (-3.24236, -7.27505, 3.16975)  0.00
H (-4.42440, -6.21160, 2.80777)  0.00

The following is a quantum chemistry calculation of a cluster of 2 separate species, C2H2ClNO in total in a non-equilibrium geometry, from the OMol25 dataset.

**ΔE to the lowest compared entry with this formula, charge and spin**: 355.8 kJ/mol
**Net charge**: 0
**E_HOMO (spin up / spin down)**: -12.08 / -9.21 eV
**Orbital gap (spin up / spin down)**: 10.54 / 7.07 eV
**Lowest unoccupied orbital energy (spin up / spin down)**: -1.543 / -2.142 eV

Last column: Mulliken charge in e.
Atoms and positions in Å:
C (0.52466, 0.86295, 0.18116)  0.32
C (0.72544, -0.50685, 0.64546)  -0.29
N (0.52856, 1.97723, -0.16963)  -0.35
O (-1.81592, -0.31020, -0.68861)  -0.37
Cl (0.81235, -1.75192, -0.39986)  -0.04
H (0.76034, -0.67511, 1.69572)  0.38
H (-1.53543, 0.40389, -1.26424)  0.35

The following is a quantum chemistry calculation of a structure of composition C4H9NO in a non-equilibrium geometry, from the OMol25 dataset.

**ΔE to the lowest compared entry with this formula, charge and spin**: 444.8 kJ/mol
**Net charge**: 0
**E_HOMO**: -9.58 eV
**Orbital gap**: 10.31 eV
**Lowest unoccupied orbital energy**: 0.729 eV

Last column: Mulliken charge in e.
Atoms and positions in Å:
C (-2.69414, -0.14979, -0.23298)  -0.75
C (-1.38685, 0.29748, 0.66466)  -0.41
C (-0.21676, -0.43658, -0.33924)  -0.29
C (1.08098, 0.07774, -0.01932)  0.27
H (-2.53886, 0.28086, -1.53230)  0.21
H (-2.71606, -1.39877, -0.13418)  0.22
H (-3.57063, 0.27876, 0.35095)  0.32
H (-1.07792, 1.51137, 0.66341)  0.28
H (-1.32740, -0.08241, 1.95828)  0.27
H (-0.24340, -1.69883, -0.22940)  0.20
H (-0.31522, -0.25683, -1.52744)  0.26
H (2.02836, -1.78399, 0.01998)  0.26
H (3.11872, -0.46587, -0.01631)  0.28
N (2.09842, -0.80153, 0.25260)  -0.47
O (1.40676, 1.31167, -0.21999)  -0.64